i) Here is an isolated ion of composition C4H6N and charge +1 from the OMol25 dataset. Energies are from wB97M-V/def2-TZVPD.

Properties
Total charge: +1
Highest occupied orbital energy (alpha / beta): -0.53506 / -0.53953 hartree
HOMO-LUMO gap (alpha / beta): 7.47 / 7.41 eV

Last column: natural (NBO) charge in e.
Element x y z (Å)
C: -0.325 0.984 0.068  0.149
C: 0.585 -0.093 -0.023  0.039
C: -1.493 -0.020 0.093  -0.281
C: 1.951 -0.137 0.117  -0.112
N: -0.475 -1.056 -0.034  -0.543
H: -0.425 2.079 -0.097  0.263
H: -2.110 -0.052 0.921  0.261
H: -2.190 0.202 -0.664  0.262
H: 2.594 0.723 0.547  0.270
H: 2.418 -1.177 0.228  0.244
H: -0.347 -2.062 0.379  0.450

ii) Here is an isolated ion of composition C4H6N and charge +1 from the OMol25 dataset. Energies are from wB97M-V/def2-TZVPD.

Properties
Total charge: +1
Highest occupied orbital energy: -0.51814 hartree
HOMO-LUMO gap: 8.05 eV

Last column: natural (NBO) charge in e.
Element x y z (Å)
C: -1.684 -1.013 -0.452  0.312
C: -0.399 -0.326 0.087  -0.107
C: -1.845 0.279 0.198  -0.605
C: 0.989 -0.684 0.468  -0.184
N: 0.774 0.111 -0.739  -0.521
H: -1.847 1.257 -0.284  0.318
H: -2.406 0.377 1.229  0.338
H: 1.498 -0.204 1.221  0.248
H: 1.105 -1.779 0.426  0.271
H: 0.796 -0.352 -1.739  0.471
H: 0.992 1.121 -0.728  0.459

iii) Here is an isolated ion of composition C4H6N and charge +1 from the OMol25 dataset. Energies are from wB97M-V/def2-TZVPD.

Properties
Total charge: +1
SMILES: C=C1[C@H]2C[N@@H+]12
Highest occupied orbital energy: -0.56125 hartree
HOMO-LUMO gap: 11.72 eV

Last column: natural (NBO) charge in e.
Element x y z (Å)
C: -0.984 -1.129 1.353  -0.355
C: -0.312 -0.473 0.439  0.129
C: 0.447 -0.474 -0.828  -0.010
C: 0.297 0.969 -1.160  -0.205
N: 0.629 0.571 0.228  -0.380
H: -1.040 -0.615 2.313  0.255
H: -1.628 -2.040 1.034  0.286
H: 1.110 -1.261 -1.083  0.280
H: 1.019 1.586 -1.770  0.279
H: -0.722 1.514 -1.087  0.255
H: 1.395 0.991 0.735  0.465

Energetically preferred structure: iii) | next structure: +7.9 kcal/mol